Version one
13 unconnected molecules or ions with the total composition C6H40N2O12. Source: the OMol25 dataset; level of theory: ωB97M-V/def2-TZVPD.

Results
orbital gap: 9.0 eV
HOMO energy: -8.8 eV

Geometry as ORCA input:
```
! wB97M-V def2-TZVPD RIJCOSX def2/J DEFGRID3
* xyz 0 1
C -0.1447 0.7371 0.9654
N -0.0802 2.1708 0.8313
C 1.2091 2.7464 0.4946
N 1.3031 3.1381 -0.9081
C 0.3777 0.2563 2.4158
C -0.7118 -0.6701 3.0405
C -1.0883 -1.7573 2.0101
C -0.1862 -1.4216 4.2861
H 0.5726 0.1744 0.3502
H -1.1950 0.4771 0.9009
H -0.8106 2.5774 0.2661
H 2.0597 2.0982 0.7190
H 1.2870 3.6234 1.1400
H 1.3960 2.3890 -1.5812
H 2.0782 3.7702 -1.0660
H 0.4412 1.1610 3.0125
H 1.2060 -0.3958 2.1601
H -1.5188 -0.0352 3.4060
H -0.4924 -1.8675 1.1023
H -1.1559 -2.7880 2.3623
H -2.1020 -1.5235 1.6726
H 0.2186 -0.7393 5.0371
H 0.5469 -2.2018 4.0971
H -1.0968 -1.8726 4.6793
H 0.1423 -1.1523 -1.0339
H -0.7761 -1.3345 -2.2370
O -0.0059 -1.7154 -1.8033
H -1.1546 3.7485 -3.0639
H -0.2092 3.7152 -1.7645
O -1.0069 3.3255 -2.2146
H 2.6053 -3.1188 1.7825
H 1.2554 -3.2270 1.2543
O 1.9934 -3.8023 1.4943
H 1.4419 -3.6315 -1.4442
H 2.0533 -4.6811 -0.6539
O 2.2617 -4.1499 -1.4358
H -4.6270 1.2385 -2.9918
H -3.1799 1.6449 -2.8367
O -3.9435 1.7769 -3.4010
H -3.1096 3.7983 1.4580
H -2.2737 3.7779 2.5984
O -3.0041 4.3201 2.2541
H 2.2885 -2.7039 -3.2295
H 1.5128 -1.6194 -2.4962
O 2.4055 -1.8175 -2.8758
H 2.5000 1.4421 -3.9985
H 3.1584 0.4690 -2.9268
O 2.7757 1.3354 -3.0906
H -3.7479 3.2370 -0.7473
H -2.4195 3.0716 -1.2474
O -3.0855 2.5299 -0.7456
H -2.4713 -4.7797 0.2483
H -1.1786 -5.3912 0.0695
O -1.5477 -4.5475 0.3704
H 4.2137 -2.0191 0.4232
H 3.0171 -1.6542 -0.3690
O 3.4423 -1.4518 0.4801
H 0.2800 1.1494 -2.5011
H -1.1562 1.4331 -2.1991
O -0.5635 0.7371 -2.5197
*
```

Version two
13 unconnected molecules or ions with the total composition C6H40N2O12. Source: the OMol25 dataset; level of theory: ωB97M-V/def2-TZVPD.

Results
orbital gap: 9.2 eV
HOMO energy: -9.2 eV

Geometry as ORCA input:
```
! wB97M-V def2-TZVPD RIJCOSX def2/J DEFGRID3
* xyz 0 1
C -2.2579 -0.7425 -1.9770
C -1.3316 -1.5691 -1.0017
C -0.9210 -0.5937 0.1889
C -2.1290 -0.2324 1.0655
C -2.1815 -0.6420 2.5420
C -0.8550 -0.5123 3.2683
N -0.4683 0.8229 3.4879
N -0.0986 -2.0750 -1.6967
H -2.6526 0.2552 -1.8760
H -1.6959 -0.3184 -2.8795
H -3.2190 -1.2200 -2.2694
H -2.0596 -2.4870 -0.6024
H -0.0264 -0.9470 0.9150
H -0.5102 0.2333 -0.3606
H -2.8784 -0.7823 0.4947
H -2.4618 0.8477 0.9722
H -2.6819 -1.6464 2.7434
H -2.9828 0.1334 2.9148
H -0.1933 -1.0784 2.6372
H -0.6926 -1.1362 4.2033
H -1.1243 1.2226 4.1668
H -0.3920 1.3647 2.6650
H 0.2382 -1.3003 -2.2054
H -0.4383 -2.8441 -2.4171
H 1.3906 2.3512 -0.1344
H 0.9575 1.6301 -1.3810
O 1.1467 2.4762 -1.0120
H 2.4928 -3.0655 -0.4726
H 2.5995 -2.4951 0.9232
O 3.0488 -3.2418 0.3804
H -1.5693 3.7447 -2.2199
H -2.4328 2.5531 -2.4153
O -1.7450 3.0346 -2.8367
H -4.7050 0.7383 -1.3649
H -4.7049 0.7126 0.1001
O -4.2054 0.9599 -0.6642
H -0.7579 -4.5371 2.8447
H -1.0135 -4.0733 1.3725
O -1.4949 -4.1784 2.2351
H 3.9742 -0.5093 0.5344
H 4.5210 -1.9937 0.7134
O 4.4521 -1.1103 1.0641
H -0.1808 4.3465 -0.3872
H -0.0950 4.5380 -1.8534
O -0.6212 4.7934 -1.0807
H 2.9529 -0.9702 2.1606
H 1.9466 -0.7499 3.3087
O 2.0553 -0.9770 2.3279
H -0.3192 1.2892 -2.8366
H 1.1331 1.0045 -3.3373
O 0.3173 0.6257 -2.9766
H 2.6635 0.3946 -1.4899
H 1.7947 -0.5160 -0.6662
O 2.4462 0.1218 -0.5721
H 2.6202 1.0344 0.9430
H 1.8403 1.7206 2.1662
O 2.2618 1.9183 1.3109
H 3.6048 1.9128 -3.4607
H 4.2512 0.7102 -2.8976
O 3.3877 1.0541 -3.3051
*
```

What are the relative energies? In kJ/mol: version one 0.0; version two 208.1.

Version one
2 unconnected molecules or ions with the total composition C2H3F3Si. Source: the OMol25 dataset; level of theory: ωB97M-V/def2-TZVPD.

Results
orbital gap (spin up / spin down): 8.5 / 8.5 eV
HOMO energy (spin up / spin down): -11.4 / -11.4 eV

Geometry as ORCA input:
```
! wB97M-V def2-TZVPD RIJCOSX def2/J DEFGRID3
* xyz 0 1
C -1.6731 -0.2493 -0.0113
C -0.3890 -0.0160 -0.1948
F -2.0892 -1.5370 -0.2082
F -2.6425 0.6003 0.2115
F -0.6914 2.2345 0.3281
Si 1.4356 -0.2117 -0.0117
H 1.8094 -0.8070 1.1883
H 2.1810 0.9817 -0.2077
H 2.0592 -0.9955 -1.0941
*
```

Version two
2 unconnected molecules or ions with the total composition C2H3F3Si. Source: the OMol25 dataset; level of theory: ωB97M-V/def2-TZVPD.

Results
orbital gap: 10.4 eV
HOMO energy: -10.7 eV

Geometry as ORCA input:
```
! wB97M-V def2-TZVPD RIJCOSX def2/J DEFGRID3
* xyz 0 1
C -0.8925 -1.2234 0.2899
C 0.1174 -0.5416 -0.2726
F -2.0247 -0.5505 0.4177
F -1.1501 -2.4970 0.5998
F 1.7093 -1.3471 -0.6066
Si 0.5140 1.3055 -0.1384
H 0.9577 1.8970 -1.2909
H 1.6063 1.1569 0.8479
H -0.8374 1.8001 0.1532
*
```

What are the relative energies? In kJ/mol: version one 184.5; version two 0.0.

Version one
2 unconnected molecules or ions with the total composition C2HO4P. Source: the OMol25 dataset; level of theory: ωB97M-V/def2-TZVPD.

Results
orbital gap: 7.6 eV
HOMO energy: -9.0 eV

Geometry as ORCA input:
```
! wB97M-V def2-TZVPD RIJCOSX def2/J DEFGRID3
* xyz 0 1
C -1.7592 2.0355 -0.6206
C 1.0182 -1.6221 0.9371
O -1.9203 2.9212 -1.2928
O 1.2931 -1.7206 2.1054
O -1.4867 1.1736 0.0669
O 0.8838 -0.2450 -1.4414
P 1.1269 0.1460 -0.0500
H 0.8441 -2.6885 0.2953
*
```

Version two
2 unconnected molecules or ions with the total composition C2HO4P. Source: the OMol25 dataset; level of theory: ωB97M-V/def2-TZVPD.

Results
orbital gap: 8.5 eV
HOMO energy: -9.7 eV

Geometry as ORCA input:
```
! wB97M-V def2-TZVPD RIJCOSX def2/J DEFGRID3
* xyz 0 1
C -0.3415 -1.8499 -2.2057
C 1.2433 0.8955 1.5498
O 0.1290 -2.8052 -2.6132
O 1.0676 1.6236 2.4123
O -0.8492 -0.8968 -1.8228
O 1.4407 -1.3742 -0.1366
P 0.6477 -0.6421 0.8427
H -0.1977 0.4786 0.1514
*
```

What are the relative energies? In kJ/mol: version one 0.0; version two 7.9.

Version one
A molecular structure, C14H26BaN6O6. Source: the OMol25 dataset; level of theory: ωB97M-V/def2-TZVPD.

Results
orbital gap (spin up / spin down): 6.5 / 6.0 eV
HOMO energy (spin up / spin down): -7.7 / -7.7 eV

Geometry as ORCA input:
```
! wB97M-V def2-TZVPD RIJCOSX def2/J DEFGRID3
* xyz 0 1
O -0.4993 -1.1700 -4.9160
H -0.6994 -0.8333 -5.8427
Ba 0.3256 -0.0141 -2.1951
N -0.0955 2.1467 0.1100
N 1.3976 2.5156 -1.9233
N -1.2312 -1.0977 0.2384
N -1.1773 -2.2926 -2.1179
O -1.0050 2.0288 1.0291
O -1.3720 -0.5226 1.4902
O -1.3646 -2.7675 -3.3759
O 2.4316 2.1823 -2.5677
C 1.5577 3.4708 -0.9438
C 0.6866 3.2759 0.1627
C -1.8602 -2.2786 0.1868
C -1.8413 -2.9220 -1.1285
C 0.6502 4.2727 1.2755
H 1.4695 4.1098 1.9985
H -0.2983 4.2053 1.8213
H 0.7738 5.2991 0.8947
C 2.6535 4.4856 -1.0203
H 3.0381 4.4713 -2.0543
H 3.4756 4.2072 -0.3271
H 2.2876 5.5033 -0.7767
C -2.6115 -2.8370 1.3864
C -2.6129 -4.1722 -1.3868
H -3.2747 -2.0757 1.8337
H -1.9321 -3.1811 2.1910
H -3.2364 -3.6931 1.0904
H -2.1026 -4.7780 -2.1278
H -3.5759 -3.9083 -1.8191
H -2.7797 -4.7815 -0.5034
H -1.1946 0.4584 1.2885
H -0.9114 -1.9196 -4.0500
C -1.4354 0.9788 -2.7184
H -1.1442 2.0146 -2.5452
H -2.1548 1.0836 -1.8242
H -1.8752 0.8497 -3.7832
O -3.5706 2.4406 -0.1514
H -4.2104 1.7555 0.2891
H -2.8350 2.2426 0.4407
N 3.1048 -2.0404 4.3633
C 2.6985 -1.6531 3.1299
C 2.0539 -2.5407 2.2539
C 1.6479 -2.0684 1.0086
N 1.7823 -0.8080 0.5767
C 2.4350 0.0106 1.4111
C 2.8726 -0.3262 2.6945
H 2.9988 -2.9927 4.6957
H 3.5678 -1.4327 5.0027
H 1.8809 -3.5765 2.5290
H 1.1633 -2.7514 0.3271
H 2.5979 1.0148 1.0517
H 3.3502 0.4113 3.3275
*
```

Version two
A molecular structure, C14H26BaN6O6. Source: the OMol25 dataset; level of theory: ωB97M-V/def2-TZVPD.

Results
orbital gap (spin up / spin down): 5.0 / 5.0 eV
HOMO energy (spin up / spin down): -5.2 / -5.2 eV

Geometry as ORCA input:
```
! wB97M-V def2-TZVPD RIJCOSX def2/J DEFGRID3
* xyz 0 1
O -0.4389 -3.6025 -0.6274
H -0.4184 -4.5714 -0.5928
Ba -1.5126 -1.1813 -0.4537
N -0.3225 0.6151 1.7980
N -1.5963 -1.5077 2.1155
N 0.7355 0.6247 -1.3640
N 0.2000 -1.5557 -2.5232
O 0.4115 1.6830 1.6790
O 1.0402 1.8363 -0.8027
O -0.1303 -2.7558 -3.1608
O -2.6271 -2.2198 1.7997
C -1.7733 -0.6148 3.1355
C -1.0279 0.5746 2.9748
C 0.9672 0.6281 -2.6870
C 0.5554 -0.5869 -3.3607
C -1.0725 1.7410 3.8884
H -1.5042 2.6209 3.3838
H -0.0548 2.0037 4.2104
H -1.6843 1.5189 4.7670
C -2.8211 -0.8286 4.1528
H -2.9148 -1.9035 4.3475
H -3.8037 -0.4567 3.8143
H -2.5691 -0.3158 5.0878
C 1.4978 1.8026 -3.4325
C 0.5257 -0.7293 -4.8462
H 2.2615 2.3132 -2.8387
H 0.6986 2.5244 -3.6563
H 1.9382 1.4792 -4.3795
H -0.2638 -1.4245 -5.1543
H 1.4877 -1.0966 -5.2329
H 0.3431 0.2344 -5.3369
H 0.7508 1.7287 0.1838
H -0.2565 -3.3468 -2.3700
C 0.5867 -3.0239 0.2728
H 0.1018 -2.7181 1.2149
H 1.0818 -2.1612 -0.2000
H 1.3533 -3.7852 0.4930
O 3.1732 -0.2179 1.0356
H 2.9403 0.2821 0.2295
H 2.6389 0.2164 1.7302
N -4.3822 4.9076 -1.7931
C -3.6302 3.8304 -1.4758
C -3.0939 2.9995 -2.4884
C -2.4407 1.8320 -2.1048
N -2.3054 1.4652 -0.8119
C -2.7346 2.3018 0.1540
C -3.3858 3.4971 -0.1223
H -4.6077 5.1281 -2.7506
H -4.8101 5.4779 -1.0800
H -3.2124 3.2436 -3.5445
H -2.0176 1.1461 -2.8526
H -2.5440 1.9818 1.1862
H -3.7309 4.1337 0.6940
*
```

What are the relative energies? In kJ/mol: version one 444.8; version two 0.0.